Computed, not measured: C21H67AlBO13 as an isolated structure at a distorted geometry, with ωB97M-V/def2-TZVPD.

For the HOMO energy, the calculation gives -3.3 eV. For the molecular weight, the calculation gives 565.5 g/mol. The electronic energy comes out at -56756.1869 eV. The value obtained for the frontier orbital gap is 5.14 eV. The energy relative to the best compared isomer or geometry (same formula, charge and spin) is 0.0 kcal per mole. Its LUMO energy is 1.88 eV.

The geometry in ORCA input format:
```
! wB97M-V def2-TZVPD RIJCOSX def2/J DEFGRID3
* xyz -1 1
C 0.86194 -4.34949 -5.24249
B 1.07724 -5.00416 -3.80346
O 0.38172 -6.21106 -3.60382
Al 2.33450 -4.03996 -2.36880
O 1.54192 -2.48491 -1.89641
O 3.91187 -3.64972 -3.19496
H 1.58512 -3.56813 -5.38623
H 0.98958 -5.13406 -5.97672
H -0.14521 -3.96081 -5.31744
H 0.94826 -6.76128 -3.05034
H 2.55883 -5.03888 -1.09653
H 0.64491 -2.62181 -1.57694
H 4.26369 -4.43440 -3.62485
C 0.56196 0.95270 -0.66838
C -0.77037 0.22884 -0.61613
O -0.60665 -1.12678 -0.22202
H 1.22705 0.44423 -1.36766
H 0.43459 1.99171 -0.98458
H 1.04827 0.94940 0.30350
H -1.23568 0.21937 -1.60209
H -1.45614 0.72856 0.08361
H -0.20744 -1.14173 0.65373
C 3.73430 1.31359 3.24382
C 3.74537 1.95790 1.87118
O 2.44923 2.42278 1.48784
H 3.03416 0.47716 3.26101
H 4.72637 0.94683 3.50840
H 3.41252 2.02844 4.00719
H 4.05083 1.23599 1.12030
H 4.45449 2.79327 1.84804
H 2.16184 3.07746 2.13079
C -5.48926 1.74474 -0.24852
C -4.19092 2.25462 0.34668
O -3.79647 1.46489 1.47328
H -6.27847 1.75775 0.49529
H -5.79853 2.35450 -1.09866
H -5.37688 0.71126 -0.58689
H -4.31056 3.27676 0.70017
H -3.38849 2.24539 -0.39767
H -3.67129 0.56236 1.16316
C -8.22541 -1.08565 2.67291
C -7.71644 0.31860 2.40321
O -8.28726 0.87252 1.21694
H -8.00142 -1.73742 1.82887
H -7.76654 -1.50389 3.56958
H -9.30987 -1.08547 2.80946
H -6.63859 0.31275 2.25155
H -7.93477 0.97451 3.25305
H -9.24081 0.90280 1.33596
C -1.88727 6.68501 -0.74647
C -2.67781 5.39607 -0.62659
O -3.05750 4.87814 -1.90122
H -2.47080 7.44087 -1.27470
H -1.61260 7.07069 0.23316
H -0.97009 6.52232 -1.31417
H -3.59891 5.56079 -0.06956
H -2.08930 4.64040 -0.09517
H -2.25263 4.71051 -2.40008
C 5.18254 -1.31116 -0.80737
C 6.27954 -1.10770 0.21497
O 5.74763 -0.68601 1.48403
H 4.61278 -0.39318 -0.95657
H 5.58476 -1.63279 -1.76714
H 4.48149 -2.07612 -0.46796
H 6.98122 -0.33708 -0.10185
H 6.83783 -2.03865 0.35139
H 5.12628 -1.36532 1.76695
C -3.42096 -2.29922 -5.17354
C -2.78555 -2.33323 -6.55210
O -2.20321 -3.59929 -6.83536
H -2.67950 -2.53674 -4.41141
H -3.84356 -1.31611 -4.95811
H -4.21972 -3.04170 -5.09853
H -1.97843 -1.60594 -6.61516
H -3.52771 -2.08779 -7.32265
H -2.89518 -4.26531 -6.79435
C 5.16600 -4.80660 2.03329
C 6.56288 -4.88745 2.62510
O 7.46773 -4.00175 1.96981
H 5.18281 -5.03633 0.96885
H 4.48540 -5.50067 2.52748
H 4.75801 -3.79803 2.13982
H 6.97221 -5.88914 2.50344
H 6.53897 -4.65760 3.69765
H 7.12192 -3.10986 2.07968
C -1.84393 -3.03983 3.51584
C -0.45808 -3.65141 3.41065
O 0.47511 -2.74767 2.83137
H -2.19522 -2.73597 2.52971
H -2.55677 -3.74913 3.94001
H -1.82696 -2.14864 4.14882
H -0.47518 -4.52592 2.76410
H -0.10087 -3.96423 4.39914
H 0.52174 -1.96764 3.39229
C 2.09668 9.10729 1.93499
C 1.29972 7.81682 1.99948
O 0.95228 7.33883 0.70347
H 1.53035 9.87558 1.40886
H 2.33775 9.47176 2.93453
H 3.03099 8.95649 1.38980
H 0.36163 7.97434 2.52909
H 1.86593 7.04598 2.53358
H 1.76851 7.17722 0.22078
*
```